103
Properties=species:S:1:pos:R:3:forces:R:3:lowdin_charge:R:1 method="wB97M-V/def2-TZVPD" homo_energy_ha=-0.39662 gap_ev=5.379 charge=+1 total_energy_ha=-2258.65628
Si 3.863250 1.937800 3.907707 -0.481 0.107 -0.015 0.382
O 2.609481 1.071322 3.268225 -0.439 -0.579 -0.643 -0.171
N -1.064872 -1.200060 -2.591392 -0.345 -0.019 -0.634 -0.032
N -0.422715 0.145299 1.320753 0.355 -0.194 0.055 -0.029
C -0.249342 3.881505 5.126506 0.141 -0.213 0.045 -0.058
C -0.009432 -2.979557 -3.690420 -0.410 0.315 -0.477 -0.127
C -0.658753 -2.123680 -1.538736 0.236 0.382 0.324 -0.221
C -4.104779 -0.875668 0.080796 0.906 -0.002 0.186 -0.183
C 3.567727 2.138874 5.729460 0.247 0.126 0.262 -0.145
C -2.887247 -0.546499 -0.643086 -4.236 -0.327 0.915 0.061
C -6.418290 -1.647139 0.097257 0.065 0.069 -0.284 -0.040
C -2.211003 0.647742 -0.312308 3.055 1.831 1.517 -0.100
C 1.749629 2.074855 -5.930644 -0.345 0.046 0.139 -0.068
C 0.005898 0.576437 -5.140490 -0.248 0.309 -0.253 -0.173
C -0.419193 4.845150 4.133897 -0.027 -0.046 -0.280 -0.074
C 0.563760 2.320618 3.468581 0.479 -0.443 0.149 -0.151
C 1.053417 0.868701 -6.024468 0.078 0.065 0.242 -0.022
C 1.204251 0.960113 3.173261 0.244 -0.364 0.263 -0.335
C -0.430978 1.576213 -4.255241 0.473 0.026 -0.150 -0.051
C -0.761216 -1.270712 1.499515 -0.347 0.083 0.343 -0.137
C 1.362510 3.036283 -4.996394 -0.084 -0.200 0.140 -0.088
C -6.569729 -1.163390 1.406787 0.264 -0.060 -0.214 -0.015
C 3.938654 3.582730 3.049092 0.238 0.168 0.034 -0.148
C 0.981937 0.428956 1.711718 0.112 0.082 0.272 -0.160
C 0.263663 2.625241 4.798496 -0.267 0.448 -0.093 -0.044
C -1.226284 -1.846175 -7.289031 0.293 -0.187 -0.047 -0.028
C -0.275170 -1.663674 -6.284873 -0.031 0.373 0.323 -0.216
C 0.079579 -3.280502 -2.206651 0.379 -0.025 0.032 -0.142
C 0.464359 3.299838 2.483461 -0.343 0.281 0.287 -0.051
C 0.575137 -1.999811 1.698810 -0.275 -0.408 0.217 -0.117
C 5.352431 0.891643 3.520520 0.125 0.009 0.015 -0.150
C -0.637063 -0.214068 4.462674 0.165 -0.485 0.149 -0.064
C 0.405856 -3.044910 -8.622876 -0.137 0.078 0.057 -0.083
C -1.115522 0.955063 0.499377 -1.204 -0.350 -1.000 -0.060
C 1.132618 -2.123001 5.474260 0.014 0.091 -0.119 -0.063
C -0.189304 -1.450387 -3.725144 1.342 -0.378 -0.124 -0.300
C -4.261766 -0.445923 1.423960 -0.398 0.153 0.291 0.015
C -5.197298 -1.516329 -0.559445 0.121 -0.304 0.033 0.019
C -5.475484 -0.610114 2.085447 0.554 0.146 -0.030 -0.035
C -1.121421 -1.279322 5.227373 0.040 0.202 -0.123 -0.072
C 1.613472 -1.086124 4.670838 -0.076 0.017 0.088 -0.034
C -0.883475 -2.527847 -8.461303 0.115 0.031 0.167 -0.072
C -0.053743 4.557983 2.813257 0.078 -0.197 0.076 -0.067
C 1.668802 -0.943768 1.544739 0.024 0.418 -0.884 -0.092
C -0.237252 -2.242633 5.719078 0.030 -0.061 0.069 -0.078
C 0.264169 2.785737 -4.161855 -0.006 -0.167 -0.226 -0.082
C 0.725415 -0.149955 4.136873 -0.255 0.674 0.116 -0.161
C 1.025969 -2.155881 -6.458976 -0.139 -0.264 -0.405 -0.082
C -0.634183 -0.813238 -5.059469 0.066 -0.116 -0.394 -0.168
C 1.359336 -2.866978 -7.618346 -0.173 0.279 0.367 -0.067
H -7.543869 -1.208387 1.900222 0.348 -0.118 -0.168 0.125
H -0.005238 -1.623414 -0.807281 -0.200 -0.213 -0.206 0.099
H -2.193318 -1.336984 5.443684 0.427 -0.046 0.003 0.108
H -0.613183 -3.080209 6.311665 0.123 0.316 -0.154 0.108
H -0.756437 1.986744 0.447902 -0.258 -0.363 0.191 0.122
H 0.812482 3.095742 1.468784 -0.171 0.160 0.299 0.108
H 2.370632 -3.259414 -7.723555 -0.267 0.086 -0.091 0.108
H 3.255013 1.194899 6.195793 0.110 0.180 -0.072 0.038
H 3.060423 4.204559 3.264438 0.193 -0.119 -0.001 0.029
H 1.845367 -2.834895 5.898847 -0.340 0.166 -0.143 0.113
H -1.026892 -0.221240 -2.314126 0.194 -0.296 0.086 0.078
H -0.055815 3.527767 -3.431219 0.061 -0.064 -0.244 0.099
H 0.855738 -3.301375 -4.270141 -0.149 -0.050 0.243 0.105
H -7.261971 -2.120293 -0.416255 0.355 0.269 0.224 0.122
H -0.511430 4.087373 6.166795 0.097 0.067 -0.356 0.113
H 1.408483 1.174333 1.021178 -0.142 -0.327 0.249 0.151
H 1.908716 3.976001 -4.922777 -0.155 -0.220 0.022 0.103
H -1.630002 -2.641635 -9.245513 0.208 -0.048 0.131 0.105
H 0.578557 -2.442874 2.696618 0.105 -0.009 -0.144 0.103
H -0.351276 -4.242935 -1.934513 0.108 -0.011 -0.041 0.114
H -1.730572 -0.705232 -5.034811 0.253 -0.034 0.035 0.146
H 2.594082 2.243236 -6.597459 -0.224 0.099 0.146 0.108
H 1.790561 -1.958461 -5.699014 -0.296 -0.136 -0.321 0.125
H 4.012906 3.447619 1.961446 0.039 0.076 0.211 0.041
H -1.321737 1.401194 -3.642703 0.327 0.086 -0.121 0.104
H -3.415059 0.036681 1.920173 -0.337 -0.168 -0.131 0.120
H 5.275073 -0.097772 3.991661 0.061 0.207 -0.084 0.035
H 5.450696 0.749845 2.435186 -0.002 0.030 0.246 0.040
H -0.833007 5.822631 4.383651 0.130 -0.261 -0.074 0.108
H -2.232158 -1.439133 -7.146367 0.333 -0.158 -0.139 0.116
H -1.445976 -1.401500 2.350787 0.352 0.086 -0.067 0.112
H 2.684295 -1.010498 4.450187 -0.497 0.017 0.143 0.119
H -0.167012 5.305017 2.028632 0.052 -0.077 0.256 0.107
H 2.521010 -1.080636 2.213730 -0.235 0.090 -0.169 0.114
H 6.266394 1.379892 3.887130 -0.148 -0.174 -0.093 0.040
H -1.311527 0.579046 4.127127 0.192 -0.354 0.024 0.123
H 4.507322 2.466915 6.198246 -0.267 -0.062 0.080 0.042
H 0.675363 -3.575397 -9.536821 -0.117 0.133 0.253 0.105
H 4.838027 4.109066 3.401415 -0.211 0.055 -0.200 0.042
H -5.054390 -1.872308 -1.583023 -0.187 0.051 0.304 0.132
H -1.314317 -1.660293 0.646490 0.098 0.225 -0.010 0.069
H 1.354488 0.152171 -6.791467 -0.119 0.265 0.380 0.108
H -2.841557 -1.018758 -1.622678 0.516 0.071 -0.194 0.102
H 0.806576 -1.018893 -3.476497 -0.159 -0.156 -0.239 0.163
H 0.696510 -2.815508 0.971768 -0.042 0.215 0.206 0.113
H 0.433868 1.879675 5.578442 -0.148 0.288 -0.269 0.126
H 2.041379 -0.949084 0.511703 0.098 -0.218 0.200 0.121
H 1.122455 -3.261009 -1.878008 -0.069 -0.159 -0.041 0.115
H -2.679864 1.576679 -0.672285 0.006 -0.626 -0.498 0.146
H -5.559633 -0.288533 3.127874 -0.091 -0.090 -0.455 0.121
H 2.799221 2.896998 5.930138 0.201 -0.153 -0.033 0.029
H -1.533729 -2.523730 -1.012250 -0.091 0.121 0.092 0.106
H -0.891479 -3.444408 -4.134565 -0.039 -0.064 -0.044 0.130